Entry 1:
Formula: C35H61BN2O3S
Source: the OMol25 dataset
Level of theory: wB97M-V/def2-TZVPD

Values from the calculation:
* 2S+1: 1
* maximum force: 2.4 eV Å⁻¹
* energy: -57922.0768 eV
* E_HOMO: -8.77 eV
* E_LUMO: -0.62 eV

Last column: Mulliken charge in e.
Positions of all 103 atoms, in Å:
O: 1.402316 -5.770567 3.352227  -0.519
C: 0.397600 -5.821678 2.333077  -0.362
C: -0.094400 -4.356445 2.082518  -0.988
C: 0.164164 -3.912111 0.612743  -0.926
C: -1.017266 -4.114423 -0.351216  1.277
C: -2.287938 -4.707272 0.083421  -1.377
C: -3.355817 -4.892543 -0.761282  -0.510
B: -4.682848 -5.586522 -0.210937  0.598
O: -5.299177 -5.213803 0.956971  -0.497
O: -5.208385 -6.630622 -0.977614  -0.552
C: -3.305955 -4.480886 -2.149621  0.726
N: -4.216089 -4.575186 -3.124722  -0.705
S: -3.451016 -3.924398 -4.416843  0.055
N: -2.009466 -3.521338 -3.816019  -0.410
C: -2.032589 -3.905465 -2.516472  0.287
C: -0.860847 -3.721025 -1.665205  1.276
C: 0.435908 -3.136926 -2.206700  -0.722
C: 0.982755 -3.804584 -3.496287  -1.163
C: 1.298060 -5.300994 -3.371796  0.619
C: 2.591089 -5.732310 -3.731208  -0.882
C: 2.932526 -7.084793 -3.678241  -0.507
C: 2.043210 -8.070095 -3.239501  -0.500
C: 0.756623 -7.644397 -2.874719  -0.819
C: 0.401218 -6.296028 -2.961631  0.378
H: 1.409999 -6.640022 3.771714  0.320
H: -0.468163 -6.435933 2.648387  0.305
H: 0.846898 -6.214014 1.400567  0.229
H: 0.495554 -3.690025 2.736003  0.426
H: -1.145862 -4.247457 2.381962  0.496
H: 1.044260 -4.461606 0.236970  0.403
H: 0.399036 -2.832611 0.625925  0.102
H: -2.433683 -5.030246 1.117600  0.265
H: -5.727872 -5.985979 1.354010  0.304
H: -4.433578 -7.056926 -1.371999  0.337
H: 0.209558 -2.081671 -2.473539  -0.154
H: 1.215234 -3.094040 -1.435277  0.449
H: 1.945253 -3.306186 -3.721159  0.527
H: 0.350709 -3.661977 -4.383964  0.432
H: 3.355137 -5.033528 -4.084779  0.306
H: 3.947196 -7.398818 -3.956226  0.323
H: 2.303940 -9.130161 -3.190644  0.382
H: 0.054255 -8.406546 -2.523386  0.380
H: -0.623962 -6.042786 -2.679744  0.382
C: 0.050525 4.064453 -1.612034  -0.659
C: -1.328228 3.472979 -1.876723  -0.508
C: -1.927751 2.767519 -0.661187  -0.658
C: -1.140518 1.558790 -0.152246  -0.478
C: -0.910385 0.450914 -1.178016  0.265
C: -2.198560 -0.189194 -1.684165  -1.199
H: 0.781626 3.290266 -1.370119  -0.041
H: 0.409943 4.591933 -2.497649  0.438
H: 0.015875 4.778225 -0.785975  0.082
H: -1.277694 2.789961 -2.729524  0.264
H: -2.002677 4.282163 -2.171552  0.401
H: -2.949624 2.461513 -0.905185  0.352
H: -2.018846 3.487793 0.159049  0.189
H: -1.670799 1.139606 0.709358  0.464
H: -0.169288 1.892000 0.228130  -0.035
H: -0.299009 -0.328271 -0.710004  -0.098
H: -0.330925 0.829637 -2.025721  0.309
H: -2.776990 -0.609685 -0.857849  0.279
H: -1.962406 -1.003234 -2.372559  0.137
H: -2.822475 0.532738 -2.213884  0.479
C: 6.696112 3.550411 1.821175  -1.183
C: 6.542697 2.734148 0.541862  -0.433
C: 5.341339 3.153324 -0.304687  -0.785
C: 3.978584 2.976369 0.367152  -0.205
C: 3.656579 1.556785 0.832705  -0.457
C: 3.593763 0.544199 -0.306858  -1.052
H: 5.844360 3.416552 2.490215  0.281
H: 7.590878 3.239321 2.363464  0.383
H: 6.793539 4.614503 1.595239  0.290
H: 6.483122 1.670550 0.789561  0.243
H: 7.447483 2.858557 -0.060109  0.374
H: 5.360108 2.590706 -1.243159  0.323
H: 5.454201 4.205544 -0.585057  0.412
H: 3.203405 3.301921 -0.335021  -0.051
H: 3.906733 3.651284 1.225365  0.348
H: 2.684406 1.571889 1.334795  0.348
H: 4.383374 1.224881 1.579378  0.332
H: 2.846316 0.837530 -1.048545  0.186
H: 3.318584 -0.440939 0.075901  0.297
H: 4.556613 0.443211 -0.810903  0.359
C: -0.588890 5.708149 2.460933  -0.835
C: -1.532696 6.848737 2.094285  -0.274
C: -1.965955 7.687651 3.295706  -0.860
C: -2.757901 6.932030 4.364462  -0.705
C: -4.035354 6.254712 3.870354  -0.219
C: -5.068340 7.234489 3.323116  -1.201
H: -1.067504 4.986616 3.125494  0.268
H: -0.279856 5.172702 1.561004  0.012
H: 0.309688 6.088639 2.951564  0.382
H: -2.406795 6.448870 1.572030  0.205
H: -1.023890 7.505249 1.382282  0.399
H: -2.556780 8.535757 2.936602  0.337
H: -1.076994 8.120649 3.765688  0.366
H: -3.015502 7.634563 5.163940  0.390
H: -2.115868 6.176365 4.826980  0.305
H: -4.483114 5.712543 4.708248  0.351
H: -3.801018 5.505120 3.109142  0.139
H: -5.344877 7.972403 4.079517  0.298
H: -5.974243 6.703381 3.025298  0.379
H: -4.695684 7.765470 2.445374  0.281

Atoms 1-2, force components in eV/Å:
-0.434 -0.511 0.023
-0.364 0.980 -0.038

=====

Entry 2:
Formula: C4H11NO
Source: the OMol25 dataset
Level of theory: wB97M-V/def2-TZVPD

Values from the calculation:
* 2S+1: 1
* maximum force: 2.9 eV Å⁻¹
* energy: -7862.7492 eV
* E_HOMO: -7.85 eV
* ΔE to the lowest compared entry with this formula, charge and spin: 1.804 eV
* SMILES string: C/C=C(/C)N.O
* E_LUMO: 0.80 eV

Last column: Mulliken charge in e.
Positions of all 17 atoms, in Å:
C: -2.257383 -0.404026 0.303569  -1.011
N: -0.452694 -1.618288 -1.655061  -0.552
C: 0.039076 -0.891486 -0.553293  0.698
C: -0.772242 -0.503538 0.472696  -0.391
C: 1.546676 -0.780162 -0.407178  -1.337
H: -2.660233 -1.306294 0.770441  0.280
H: -2.685024 0.586720 0.482634  0.333
H: -2.346193 -0.607659 -0.803848  0.286
H: -1.175542 -2.305645 -1.467418  0.198
H: 0.286668 -1.858593 -2.291599  0.236
H: -0.203623 0.157729 1.129663  0.250
H: 1.846516 -1.748248 -0.878600  0.386
H: 1.939555 -0.832804 0.612301  0.346
H: 2.021258 -0.025037 -1.042330  0.276
H: 1.617057 3.186239 0.762395  0.307
H: 1.396877 4.342120 1.600600  0.316
O: 1.492556 3.385973 1.699846  -0.623

Atoms 1-2, force components in eV/Å:
0.911 -1.364 -1.871
0.421 0.772 0.241

=====

Entry 3:
Formula: C44H49BBrF15I3O16P
Source: the OMol25 dataset
Level of theory: wB97M-V/def2-TZVPD

Values from the calculation:
* 2S+1: 1
* maximum force: 8.6 eV Å⁻¹
* energy: -224234.1311 eV
* E_HOMO: -8.60 eV
* SMILES string: CCOB(O)c1cc(CCCOC)cc2c1C(=O)c1c(Br)c(P(O)I)c(C)c(/C(I)=C(/C)I)c1C2=O.CCOC(=O)C(F)(F)F.CCOC(=O)C(F)(F)F.CCOC(=O)C(F)(F)F.CCOC(=O)C(F)(F)F.CCOC(=O)C(F)(F)F
* E_LUMO: -1.71 eV

Last column: Mulliken charge in e.
Positions of all 130 atoms, in Å:
C: 2.375441 -7.480936 5.688836  -0.771
C: 0.894458 -6.719411 5.551033  -0.141
O: 0.475787 -6.774297 4.112651  -0.345
B: -0.670852 -5.857058 3.992953  0.654
O: -1.606330 -5.793493 5.172916  -0.575
C: -1.021795 -4.847891 2.750798  0.120
C: -2.098310 -3.611499 3.023559  -0.508
C: -2.499994 -2.503748 1.860867  0.152
C: -3.544720 -1.233776 2.162887  0.275
C: -2.636043 -0.146811 3.050896  -0.455
C: -2.470517 1.311239 2.300479  -0.096
O: -1.719016 2.306566 3.092906  -0.422
C: -0.289207 1.951382 3.206906  -0.489
C: -1.831603 -2.635642 0.367751  -0.817
C: -0.770306 -3.862271 0.122257  0.219
C: -0.348272 -4.958607 1.267000  0.126
C: 0.796695 -6.106950 0.849625  0.182
O: 0.702515 -7.404825 1.138470  -0.474
C: 2.042357 -5.423426 -0.037271  0.265
C: 3.630344 -5.736577 0.173122  -0.373
Br: 4.210747 -7.067038 1.550009  -0.125
C: 4.779389 -4.927646 -0.734949  0.412
P: 6.615069 -5.366816 -0.338351  0.063
O: 7.662228 -5.120746 -1.706941  -0.494
I: 7.342083 -3.782409 1.454309  -0.044
C: 4.365406 -3.787042 -1.881135  0.293
C: 5.472730 -2.927257 -2.757063  -0.908
C: 2.735416 -3.489944 -2.111728  0.175
C: 2.218884 -2.368877 -3.190066  -0.542
I: 2.484679 -0.251283 -2.533121  0.071
C: 1.636827 -2.618656 -4.534031  -0.067
C: 1.238969 -1.256795 -5.415805  -0.691
I: 1.383002 -4.657133 -5.276312  0.080
C: 1.638950 -4.298222 -1.208025  0.149
C: -0.005299 -4.024430 -1.357044  -0.014
O: -0.644364 -3.906662 -2.524256  -0.471
H: 2.537804 -8.069665 4.693959  0.179
H: 2.307113 -8.227816 6.617985  0.277
H: 3.166613 -6.644185 5.901130  0.237
H: 0.986822 -5.591657 5.929153  0.187
H: 0.170057 -7.358775 6.250129  0.226
H: -1.345878 -4.908729 5.611146  0.316
H: -2.583438 -3.462011 4.082859  0.169
H: -3.792395 -0.786941 1.104141  0.024
H: -4.478581 -1.624401 2.750574  0.239
H: -3.042715 -0.056763 4.156164  0.154
H: -1.530257 -0.583463 3.163844  0.482
H: -1.945537 1.231183 1.242279  0.233
H: -3.570883 1.742755 2.175279  -0.076
H: -0.199413 1.148732 4.081206  0.200
H: 0.133511 1.433588 2.238952  0.218
H: 0.353135 2.901455 3.538506  0.241
H: -2.024329 -1.908764 -0.543053  0.266
H: 8.090121 -4.223612 -1.556741  0.323
H: 4.973709 -2.259305 -3.610743  0.243
H: 5.944561 -2.132821 -2.002662  0.212
H: 6.280422 -3.581596 -3.293271  0.315
H: 2.164753 -0.559063 -5.616282  0.269
H: 0.712042 -1.597538 -6.415274  0.281
H: 0.449061 -0.588387 -4.831261  0.239
C: -1.399964 5.260331 -4.349546  -1.106
C: -0.304887 5.376611 -5.393288  -0.203
O: 0.450671 4.157822 -5.466628  -0.240
C: -0.082673 3.162315 -6.245125  0.046
O: -1.141566 3.266142 -6.857129  -0.520
C: 0.844458 1.947577 -6.273071  1.153
F: 1.335888 1.629973 -5.040676  -0.175
F: 1.930817 2.149760 -7.073190  -0.259
F: 0.233903 0.821360 -6.738189  -0.239
H: -0.980175 4.966998 -3.381915  0.281
H: -1.926727 6.211799 -4.233498  0.389
H: -2.128230 4.491922 -4.626528  0.305
H: 0.395087 6.167249 -5.103462  0.330
H: -0.709088 5.648706 -6.374837  0.317
C: 7.935779 1.744256 0.776039  -1.090
C: 7.179524 2.902185 1.400051  -0.225
O: 5.974514 3.168906 0.666224  -0.250
C: 4.890689 2.389076 0.980448  0.222
O: 4.908870 1.503628 1.830292  -0.547
C: 3.670017 2.811992 0.163722  1.005
F: 3.964666 3.034214 -1.149660  -0.193
F: 3.117615 3.969477 0.628827  -0.283
F: 2.672746 1.883126 0.175373  -0.198
H: 8.123405 1.934299 -0.285685  0.283
H: 8.892546 1.588867 1.282685  0.383
H: 7.356773 0.817591 0.835934  0.314
H: 7.790490 3.809420 1.347949  0.342
H: 6.963380 2.720250 2.458840  0.304
C: 4.777172 5.362968 -3.610516  -1.060
C: 5.255185 5.973882 -2.306522  -0.029
O: 6.690056 5.991917 -2.256433  -0.226
C: 7.303409 7.043985 -2.887702  0.323
O: 6.698171 7.936423 -3.474066  -0.519
C: 8.819764 6.964481 -2.713673  0.841
F: 9.307813 5.704895 -2.904530  -0.233
F: 9.212570 7.336910 -1.461379  -0.241
F: 9.498795 7.768160 -3.579983  -0.239
H: 5.215413 4.370044 -3.754120  0.256
H: 3.687118 5.273871 -3.619599  0.315
H: 5.082759 5.972457 -4.466486  0.413
H: 4.915823 5.357906 -1.467191  0.066
H: 4.843505 6.978178 -2.155648  0.318
C: -10.208549 -1.170867 3.823680  -1.051
C: -9.730536 -0.559953 5.127674  -0.182
O: -8.295664 -0.541917 5.177764  -0.334
C: -7.682312 0.510149 4.546495  0.119
O: -8.287549 1.402588 3.960130  -0.549
C: -6.165956 0.430645 4.720524  1.137
F: -5.677907 -0.828941 4.529667  -0.254
F: -5.773151 0.803074 5.972818  -0.270
F: -5.486925 1.234324 3.854214  -0.196
H: -9.770307 -2.163791 3.680077  0.302
H: -11.298603 -1.259965 3.814598  0.372
H: -9.902962 -0.561379 2.967710  0.263
H: -10.069897 -1.175929 5.967005  0.325
H: -10.142215 0.444342 5.278550  0.305
C: -7.110066 2.143132 1.060531  -0.954
C: -6.527949 1.238101 -0.009128  0.160
O: -7.572193 0.512690 -0.676232  -0.370
C: -8.214372 1.174921 -1.691418  0.362
O: -7.944372 2.320883 -2.038480  -0.525
C: -9.262160 0.272731 -2.342675  0.848
F: -10.005896 -0.416702 -1.430144  -0.230
F: -8.697011 -0.665095 -3.156513  -0.243
F: -10.151694 0.959244 -3.113977  -0.241
H: -7.732312 1.568618 1.754302  0.113
H: -6.314003 2.637389 1.624652  0.345
H: -7.751847 2.912024 0.619547  0.383
H: -5.872513 0.494815 0.456704  0.008
H: -5.918806 1.799709 -0.726340  0.362

Atoms 1-2, force components in eV/Å:
-1.217 0.565 0.341
1.133 -1.391 1.213

=====

Entry 4:
Formula: C13H15N3O4
Source: the OMol25 dataset
Level of theory: wB97M-V/def2-TZVPD

Values from the calculation:
* 2S+1: 1
* maximum force: 1.3 eV Å⁻¹
* energy: -26380.7346 eV
* E_HOMO: -9.22 eV
* ΔE to the lowest compared entry with this formula, charge and spin: 3.577 eV
* SMILES string: O=C(ONC1=NCCCCC1)c1ccc([N+](=O)[O-])cc1
* E_LUMO: -1.13 eV

Last column: Mulliken charge in e.
Positions of all 35 atoms, in Å:
O: -0.681309 -1.722226 -0.121484  -0.583
C: -0.135574 -0.794303 0.409770  0.732
O: -0.764693 0.080176 1.228769  -0.231
N: -2.139561 -0.129319 1.458520  -0.360
C: -3.000336 -0.189307 0.366718  0.557
N: -3.983133 -0.972415 0.497480  -0.617
C: -5.030828 -0.968940 -0.486282  -0.586
C: -5.901356 0.290571 -0.389528  -0.666
C: -5.065921 1.571580 -0.307636  -0.627
C: -3.891120 1.558973 -1.286899  -0.849
H: -4.232148 1.151851 -2.240340  0.367
H: -3.569126 2.585567 -1.472362  0.398
C: -2.679250 0.762006 -0.764531  -0.597
H: -1.916959 1.456826 -0.405976  0.393
H: -2.238139 0.175375 -1.576965  0.291
H: -4.684009 1.698595 0.707531  0.352
H: -5.713624 2.423742 -0.523754  0.379
H: -6.548379 0.324034 -1.268401  0.328
H: -6.536498 0.224542 0.495191  0.309
H: -5.644536 -1.853875 -0.298269  0.399
H: -4.613286 -1.050924 -1.497917  0.294
H: -2.291044 -0.908506 2.095279  0.305
C: 1.301984 -0.447908 0.251888  0.144
C: 2.082699 -1.281570 -0.548322  -0.569
C: 3.423680 -1.009318 -0.727534  -0.457
C: 3.973995 0.101828 -0.099815  0.111
C: 3.206386 0.940041 0.700192  -0.615
C: 1.864909 0.663861 0.876578  -0.331
H: 1.251127 1.299653 1.493666  0.507
H: 3.672905 1.792362 1.170323  0.479
N: 5.380918 0.393815 -0.283247  0.999
O: 6.019838 -0.356450 -0.985912  -0.606
O: 5.826300 1.369750 0.277615  -0.607
H: 4.052094 -1.636459 -1.341265  0.488
H: 1.618088 -2.134692 -1.018304  0.471

Atoms 1-2, force components in eV/Å:
0.114 0.134 0.087
-0.328 -0.505 -0.225

=====

- Among the records above, which one has the lowest maximum force?
  C13H15N3O4